1.
Molecular formula: C28H44N12O16
Method: DFT, ωB97M-V with the def2-TZVPD basis set

```
100
C28H44N12O16 | the Open Molecules 2025 dataset | ωB97M-V with the def2-TZVPD basis set
C -3.64 20.53 11.83
N -3.97 21.55 12.89
O -3.14 22.39 13.15
O -5.05 21.46 13.45
H -3.47 19.57 12.31
H -2.72 20.81 11.31
H -4.49 20.37 11.16
C 0.08 20.43 8.56
N -0.30 21.65 9.31
O -0.69 21.55 10.47
O -0.32 22.73 8.72
H 0.61 19.73 9.21
H 0.71 20.67 7.66
H -0.77 19.87 8.15
C -0.36 17.93 12.87
N 0.18 16.59 12.61
O 0.68 16.36 11.50
O 0.22 15.78 13.52
H -1.33 17.95 13.35
H -0.37 18.54 11.96
H 0.40 18.37 13.50
C -2.83 16.65 8.79
N -2.91 17.98 9.44
O -3.87 18.65 9.10
O -1.98 18.32 10.16
H -1.83 16.41 8.41
H -3.51 16.60 7.94
H -3.07 15.97 9.59
C -3.12 11.70 9.51
N -4.20 12.64 9.06
O -5.26 12.61 9.67
O -4.00 13.28 8.02
H -2.55 12.05 10.34
H -2.36 11.59 8.73
H -3.57 10.74 9.74
C 1.01 13.71 10.43
N -0.42 13.57 10.80
O -0.65 13.07 11.89
O -1.25 13.91 9.96
H 1.27 12.69 10.05
H 1.56 13.97 11.30
H 1.15 14.36 9.54
C -2.16 13.44 5.53
N -1.09 14.03 6.39
O -0.29 13.29 6.92
O -1.04 15.23 6.47
H -1.74 12.68 4.88
H -2.68 14.22 5.00
H -2.86 12.96 6.20
C -6.88 14.63 7.12
N -6.45 15.85 7.83
O -6.58 15.85 9.05
O -6.15 16.82 7.16
H -6.12 14.55 6.33
H -7.92 14.69 6.76
H -6.79 13.85 7.85
C -3.40 19.04 6.09
C -2.22 18.40 5.80
C -1.14 19.19 5.45
N -1.21 20.50 5.42
C -2.32 21.13 5.70
C -3.48 20.42 6.01
H -4.27 18.44 6.38
H -2.25 17.33 5.80
H -0.23 18.73 5.19
H -2.35 22.20 5.51
H -4.40 20.96 6.24
C -3.95 22.26 8.84
C -5.30 22.02 8.67
C -6.14 23.10 8.37
N -5.68 24.31 8.30
C -4.38 24.54 8.50
C -3.49 23.57 8.78
H -3.22 21.49 9.04
H -5.72 21.01 8.75
H -7.17 22.88 8.11
H -4.09 25.59 8.46
H -2.44 23.73 8.91
C -4.79 15.42 11.61
C -5.29 16.69 11.97
C -4.72 17.33 13.06
N -3.70 16.85 13.77
C -3.29 15.63 13.46
C -3.81 14.88 12.40
H -5.07 14.87 10.74
H -6.07 17.20 11.39
H -4.96 18.34 13.26
H -2.49 15.24 14.08
H -3.35 13.93 12.14
C -9.11 20.74 9.52
C -8.66 21.35 10.68
C -7.56 20.81 11.30
N -6.94 19.75 10.83
C -7.37 19.14 9.77
C -8.51 19.59 9.08
H -9.97 21.11 8.98
H -9.11 22.24 11.07
H -7.13 21.19 12.22
H -6.79 18.28 9.50
H -8.90 19.12 8.18
```

SMILES string: C[N+](=O)[O-].C[N+](=O)[O-].C[N+](=O)[O-].C[N+](=O)[O-].C[N+](=O)[O-].C[N+](=O)[O-].C[N+](=O)[O-].C[N+](=O)[O-].c1ccncc1.c1ccncc1.c1ccncc1.c1ccncc1
Highest occupied orbital energy in eV: -9.185
LUMO in Eh: -0.034
Energy relative to the best compared isomer or geometry (same formula, charge and spin) in kcal per mole: 0.0
Charge: 0


2.
Molecular formula: C5H13NO
Method: DFT, ωB97M-V with the def2-TZVPD basis set

```
20
C5H13NO | the Open Molecules 2025 dataset | ωB97M-V with the def2-TZVPD basis set
C 0.89 1.47 0.80
C -0.01 0.79 1.87
C -1.01 -0.12 1.13
N -2.35 0.21 1.40
O -0.75 -1.10 0.43
H 0.40 2.04 0.05
H 1.35 0.66 0.18
H 1.66 1.90 1.29
H 0.63 0.16 2.60
H -0.29 1.60 2.63
H -3.02 -0.31 0.83
H -2.77 1.03 1.94
C 1.82 -1.03 -3.05
C 0.97 -0.38 -2.03
H 2.08 -2.09 -2.91
H 1.48 -0.84 -3.98
H 2.81 -0.61 -2.87
H 1.51 -0.40 -1.11
H -0.13 -0.82 -1.99
H 0.76 0.66 -2.22
```

SMILES string: CCC(N)=O.CC
Highest occupied orbital energy in eV: -10.049
LUMO in Eh: 0.033
Energy relative to the best compared isomer or geometry (same formula, charge and spin) in kcal per mole: 36.7
Charge: 0


3.
Molecular formula: C45H44ClN3O6SbSn
Method: DFT, ωB97M-V with the def2-TZVPD basis set

```
101
C45H44ClN3O6SbSn | the Open Molecules 2025 dataset | ωB97M-V with the def2-TZVPD basis set
Sn -0.82 0.02 1.86
O 4.53 -2.54 -1.39
C 3.34 -2.10 -1.09
O 2.33 -2.53 -1.60
C 3.16 -1.07 -0.03
C 3.85 -0.56 1.07
Cl 5.47 -0.78 1.54
N 2.96 0.17 1.80
N 1.75 0.16 1.22
C 1.86 -0.55 0.11
C 0.72 -0.86 -0.76
O 0.69 -0.43 -1.95
O -0.26 -1.44 -0.28
C 3.11 0.86 3.03
C 2.10 0.70 3.98
C 2.15 1.38 5.18
C 3.22 2.21 5.46
C 4.23 2.37 4.52
C 4.18 1.70 3.31
H 5.27 -2.15 -0.89
H 1.29 -0.01 3.78
H 1.37 1.23 5.91
H 3.27 2.74 6.40
H 5.06 3.03 4.74
H 4.97 1.84 2.58
C 0.59 8.24 -0.07
C 0.25 6.81 -0.21
C 0.87 5.83 0.57
C 0.50 4.51 0.52
C 1.23 3.51 1.36
C -0.58 4.12 -0.34
C -1.17 2.84 -0.32
O -0.91 1.85 0.41
C -1.15 5.10 -1.21
C -2.22 4.77 -2.19
C -0.72 6.41 -1.12
H 1.49 8.40 0.51
H -0.24 8.75 0.43
H 0.69 8.71 -1.05
H 1.67 6.13 1.24
H 2.11 3.97 1.79
H 1.52 2.65 0.76
H 0.59 3.15 2.17
H -2.00 2.70 -1.02
H -3.15 4.51 -1.67
H -1.93 3.94 -2.84
H -2.43 5.63 -2.81
H -1.16 7.15 -1.78
C -2.06 -5.93 -3.51
C -2.32 -5.37 -2.26
C -1.98 -4.06 -1.99
C -1.37 -3.32 -2.99
C -1.10 -3.85 -4.24
C -1.44 -5.17 -4.49
Sb -1.14 -1.17 -2.74
C -2.80 -0.42 -1.55
C -3.08 -0.95 -0.30
C -4.20 -0.52 0.40
C -5.06 0.40 -0.17
C -4.80 0.90 -1.44
C -3.66 0.51 -2.13
C -0.85 -0.12 -4.62
C 0.30 0.63 -4.83
C 0.47 1.27 -6.05
C -0.50 1.16 -7.03
C -1.63 0.39 -6.81
C -1.81 -0.26 -5.60
H -2.33 -6.95 -3.71
H -2.81 -5.96 -1.50
H -2.20 -3.62 -1.03
H -0.61 -3.26 -5.01
H -1.24 -5.59 -5.46
H -2.45 -1.72 0.13
H -4.42 -0.96 1.38
H -5.95 0.71 0.36
H -5.48 1.60 -1.90
H -3.46 0.89 -3.12
H 1.05 0.71 -4.05
H 1.36 1.86 -6.22
H -0.36 1.65 -7.98
H -2.37 0.28 -7.59
H -2.69 -0.87 -5.44
O -0.53 -2.18 2.61
C -0.36 -3.42 2.66
C 0.75 -4.09 1.92
C 1.75 -4.47 3.06
C 1.59 -3.71 4.40
C 0.50 -4.21 5.36
C -0.92 -3.79 4.94
N -1.03 -4.18 3.53
H 1.20 -3.40 1.21
H 0.42 -4.98 1.39
H 2.76 -4.31 2.69
H 1.67 -5.54 3.27
H 1.44 -2.64 4.20
H 2.54 -3.81 4.92
H 0.71 -3.81 6.36
H 0.54 -5.30 5.43
H -1.06 -2.71 5.01
H -1.69 -4.29 5.52
H -0.90 -5.18 3.41
```

Highest occupied orbital energy in eV: -15.731
LUMO in Eh: -0.309
Energy relative to the best compared isomer or geometry (same formula, charge and spin) in kcal per mole: 27.0
Charge: +3


4.
Molecular formula: C33H35EuF5N4P2S
Method: DFT, ωB97M-V with the def2-TZVPD basis set

```
81
C33H35EuF5N4P2S | the Open Molecules 2025 dataset | ωB97M-V with the def2-TZVPD basis set
Eu -0.35 1.92 -4.52
C -2.00 1.83 -7.20
C -2.13 0.53 -6.90
C -1.31 -0.52 -7.58
C 0.20 -0.15 -7.68
C 0.70 0.65 -6.53
C 0.74 2.02 -6.56
C 0.31 2.70 -7.85
C -1.14 2.37 -8.29
C 1.34 1.20 0.22
H -2.61 2.63 -6.77
H -3.10 0.19 -6.46
H -1.72 -0.65 -8.60
H -1.41 -1.47 -7.04
H 0.75 -1.11 -7.70
H 0.37 0.41 -8.60
H 1.24 0.06 -5.78
H 1.37 2.65 -5.87
H 0.98 2.39 -8.67
H 0.39 3.78 -7.69
H -1.62 3.32 -8.60
H -1.14 1.63 -9.11
H 0.68 2.06 0.47
H 2.28 1.27 0.81
H 0.93 0.21 0.42
P 1.62 -0.48 -1.82
P -1.52 -1.09 -1.67
N 2.76 0.73 -2.56
N 2.79 -1.74 -1.44
N -2.27 0.23 -2.53
N -2.97 -1.96 -1.56
C 0.83 -1.18 -3.33
C -0.53 -1.85 -3.07
C 2.84 2.04 -2.07
C 3.72 2.75 -2.84
C 4.24 1.87 -3.86
C 3.61 0.65 -3.69
C 3.75 -1.56 -0.43
C 4.48 -2.73 -0.29
C 3.99 -3.67 -1.26
C 2.98 -3.02 -1.96
C -2.53 1.45 -1.91
C -2.74 2.42 -2.87
C -2.78 1.74 -4.15
C -2.33 0.43 -3.93
C -3.98 -2.28 -2.49
C -4.93 -3.04 -1.83
C -4.50 -3.19 -0.46
C -3.31 -2.51 -0.31
H 1.53 -1.89 -3.78
H 0.78 -0.38 -4.09
H -1.05 -1.98 -4.02
H -0.35 -2.84 -2.61
H 2.33 2.33 -1.15
H 3.94 3.79 -2.69
H 4.98 2.17 -4.61
H 3.75 -0.31 -4.19
H 3.80 -0.64 0.13
H 5.25 -2.92 0.46
H 4.31 -4.70 -1.39
H 2.34 -3.39 -2.75
H -2.76 1.49 -0.86
H -2.97 3.47 -2.72
H -2.87 2.29 -5.07
H -2.22 -0.38 -4.63
H -3.99 -1.92 -3.51
H -5.83 -3.46 -2.27
H -5.01 -3.75 0.31
H -2.67 -2.31 0.53
F 0.57 -0.06 6.43
C -0.02 0.10 5.23
C -0.40 1.37 4.79
F -0.26 2.45 5.58
C -0.85 1.53 3.50
F -1.10 2.79 3.11
C -1.06 0.47 2.59
S -1.74 0.67 1.08
C -0.65 -0.81 3.10
F -0.92 -1.92 2.33
C -0.11 -1.01 4.37
F 0.31 -2.26 4.75
```

Spin multiplicity: 8
Highest occupied orbital energy (spin up / spin down) in eV: -6.207 / -6.204
LUMO (spin up / spin down) in Eh: -0.037 / -0.037
Energy relative to the best compared isomer or geometry (same formula, charge and spin) in kcal per mole: 1.2
Charge: 0


5.
Molecular formula: C2H6BrCl5HfN2O24
Method: DFT, ωB97M-V with the def2-TZVPD basis set

```
41
C2H6BrCl5HfN2O24 | the Open Molecules 2025 dataset | ωB97M-V with the def2-TZVPD basis set
Hf 0.28 0.33 -0.08
Cl -3.01 -1.89 0.64
O -3.59 -0.97 1.57
O -2.39 -3.03 1.18
O -4.00 -2.50 -0.24
O -2.01 -1.06 -0.07
Cl -0.28 0.01 3.91
O -0.30 -0.02 2.48
O 1.12 -0.23 4.26
O -0.62 1.32 4.33
O -1.01 -1.09 4.39
Cl 4.14 -0.24 1.10
O 4.30 0.24 2.43
O 4.25 -1.64 1.01
O 2.76 -0.05 0.76
O 4.89 0.53 0.21
Cl -2.76 2.99 0.63
O -4.07 2.38 0.92
O -2.76 3.57 -0.64
O -2.33 3.79 1.70
O -1.73 1.96 0.62
Cl 2.17 3.15 -1.63
O 2.45 1.83 -2.07
O 1.11 2.80 -0.77
O 3.21 3.56 -0.79
O 1.74 3.92 -2.85
Br 0.97 -1.55 -2.25
C 1.55 -4.35 0.47
N 1.15 -3.25 1.39
O 0.95 -3.53 2.60
O 0.84 -2.11 0.92
H 1.73 -5.22 1.10
H 2.50 -4.04 0.03
H 0.85 -4.53 -0.34
C -1.62 1.49 -4.44
N -1.92 1.02 -3.05
O -3.02 0.57 -2.87
O -0.94 1.07 -2.17
H -2.44 2.04 -4.90
H -1.47 0.64 -5.10
H -0.71 2.08 -4.39
```

Spin multiplicity: 2
Highest occupied orbital energy (spin up / spin down) in eV: 0.052 / -1.724
LUMO (spin up / spin down) in Eh: 0.212 / 0.213
Charge: -3


6.
Molecular formula: C3H3NO2S
Method: DFT, ωB97M-V with the def2-TZVPD basis set

```
10
C3H3NO2S | the Open Molecules 2025 dataset | ωB97M-V with the def2-TZVPD basis set
C -0.94 -2.59 0.88
N 0.04 -1.62 0.55
S -0.02 -0.06 1.27
C 0.29 1.12 -0.13
O 0.23 2.27 0.09
C 0.57 0.45 -1.58
O 0.06 0.90 -2.60
H -1.53 -2.59 1.87
H -1.13 -3.66 0.38
H 0.85 -0.74 -1.47
```

SMILES string: C=NSC(=O)C=O
Highest occupied orbital energy in eV: -9.427
LUMO in Eh: -0.023
Energy relative to the best compared isomer or geometry (same formula, charge and spin) in kcal per mole: 108.6
Charge: 0


7.
Molecular formula: C14H23O2RhS3Sb3
Method: DFT, ωB97M-V with the def2-TZVPD basis set

```
46
C14H23O2RhS3Sb3 | the Open Molecules 2025 dataset | ωB97M-V with the def2-TZVPD basis set
Rh 0.08 -1.99 1.25
S -3.39 -4.59 3.13
Sb -1.14 -4.48 3.01
S -0.17 -2.40 3.60
S -0.28 -4.23 0.79
C 0.73 -3.19 -2.56
Sb 0.32 -1.57 -1.27
C 1.78 -0.16 -1.87
C -1.49 -0.69 -2.10
C -1.30 0.80 -2.24
C -0.88 1.31 -3.46
C -0.60 2.66 -3.63
C -0.73 3.52 -2.55
C -1.17 3.03 -1.34
C -1.47 1.68 -1.15
C -2.00 1.24 0.18
Sb -0.70 0.41 1.66
C -2.08 0.51 3.26
C 0.57 2.06 2.07
H 1.04 -2.83 -3.53
H -0.15 -3.83 -2.66
H 1.53 -3.77 -2.10
H 1.60 0.17 -2.89
H 2.75 -0.65 -1.79
H 1.76 0.70 -1.21
H -2.29 -0.95 -1.41
H -1.69 -1.16 -3.06
H -0.78 0.64 -4.30
H -0.28 3.03 -4.59
H -0.51 4.58 -2.66
H -1.31 3.71 -0.50
H -2.80 0.50 0.08
H -2.44 2.11 0.68
H -2.54 1.50 3.31
H -1.56 0.27 4.18
H -2.84 -0.26 3.09
H -0.04 2.90 2.40
H 1.11 2.34 1.17
H 1.27 1.77 2.84
C 3.55 -0.33 2.82
O 2.16 -0.62 2.57
C 1.92 -1.34 1.46
O 2.80 -1.64 0.69
H 3.57 0.29 3.70
H 3.99 0.19 1.97
H 4.09 -1.26 3.00
```

Spin multiplicity: 2
Highest occupied orbital energy (spin up / spin down) in eV: -7.165 / -7.825
LUMO (spin up / spin down) in Eh: -0.018 / -0.058
Energy relative to the best compared isomer or geometry (same formula, charge and spin) in kcal per mole: 0.0
Charge: 0


8.
Molecular formula: C10H22N3
Method: DFT, ωB97M-V with the def2-TZVPD basis set

```
35
C10H22N3 | the Open Molecules 2025 dataset | ωB97M-V with the def2-TZVPD basis set
C -3.57 1.14 0.28
C -2.64 1.86 0.59
C 2.60 -1.60 -0.43
C -0.21 -2.08 2.16
C -1.52 -0.57 -1.67
C 0.08 1.05 -1.65
C 1.72 -0.43 0.16
C -0.36 -1.75 0.70
C -1.46 2.50 0.85
C 0.19 -0.43 0.18
N 0.13 3.99 1.54
N -1.19 3.56 1.57
N -0.11 -0.33 -1.25
H -4.57 0.88 0.15
H 3.59 -1.61 -0.12
H 2.60 -1.48 -1.46
H 2.13 -2.57 -0.34
H -0.72 -2.93 2.37
H -0.52 -1.23 2.71
H 0.81 -2.04 2.36
H -2.19 0.04 -1.15
H -1.59 -0.64 -2.70
H -1.78 -1.58 -1.46
H 1.04 1.41 -1.39
H 0.19 1.14 -2.64
H -0.72 1.68 -1.02
H 2.13 -0.44 1.17
H 1.95 0.45 -0.28
H -1.39 -1.76 0.59
H 0.19 -2.67 0.19
H -0.06 0.51 0.58
H 0.76 3.26 1.27
H 0.15 4.74 0.86
H -1.90 4.11 2.00
H 0.39 -0.98 -1.79
```

Highest occupied orbital energy in eV: -11.559
LUMO in Eh: -0.119
Energy relative to the best compared isomer or geometry (same formula, charge and spin) in kcal per mole: 187.0
Charge: +1


Max |F| values, unit hartree/bohr, following the record order: 0.0402; 0.0856; 0.0328; 0.0619; 0.1245; 0.1298; 0.0085; 0.0910.
E values, unit Eh, following the record order: -2953.46224; -328.26042; -3270.75872; -3787.60325; -6916.55406; -719.40726; -2723.61800; -557.99002.
M values, unit g/mol, following the record order: 804.73; 103.16; 998.79; 828.64; 877.72; 117.13; 787.72; 184.31.